Record 1
2 unconnected molecules or ions with the total composition C2H7BrN at a distorted geometry, computed with the ωB97M-V functional and the def2-TZVPD basis.

Geometry (Å):
H -4.161 1.567 0.942
N 0.327 -0.306 -0.198
Br -3.007 0.911 0.434
H -0.604 0.013 -0.218
H 1.015 1.494 -0.719
H -0.422 -2.265 -0.193
H 2.185 0.406 -0.574
C 0.402 -1.591 -0.085
C 1.299 0.694 -0.198
H 1.656 1.139 0.844
H 1.309 -2.063 -0.035

- 2S+1: 3
- Total charge: +1
- HOMO (alpha / beta): -13.14 / -14.78 eV
- LUMO energy (alpha / beta): -3.4 / -10.3 eV
- Energy above the lowest of the compared OMol25 structures with the same formula, charge and spin: 1.099 eV

Results of the Löwdin charge analysis, in e, for atoms 1 through 5:
1. H -0.24
2. N 0.08
3. Br 0.37
4. H 0.05
5. H 0.08

Record 2
A molecular structure, C36H37AsN3O4PdSSi, computed with the ωB97M-V functional and the def2-TZVPD basis.

Geometry (Å):
H 4.912 -6.311 0.904
H 3.515 3.954 -4.357
C -3.015 -0.875 2.920
H -2.081 1.393 -1.967
As 0.430 1.832 0.118
O -0.129 -2.006 2.601
H 2.189 0.698 -1.912
H 2.156 5.514 -3.000
H 4.574 1.598 4.191
C 1.422 3.982 -1.689
N -1.042 1.246 4.916
H 3.535 1.540 -3.801
C 2.864 -5.699 0.640
C 2.190 1.758 -2.147
Si -2.022 -0.540 -3.433
C -4.078 -0.271 0.870
C -1.704 0.885 4.048
H -2.731 -1.604 3.668
C -3.806 -1.223 1.842
C 0.691 -4.080 1.299
H -3.292 5.201 -0.142
C -3.009 -1.185 -4.880
H 0.836 4.676 -1.100
H -1.412 -4.234 -0.531
C -2.865 1.311 1.945
H -4.077 -1.210 -4.653
H 0.654 3.806 2.483
H -1.941 3.289 -0.884
H 4.738 3.316 2.418
C -0.199 4.119 1.894
H 0.112 -1.381 -4.395
C -1.781 -2.722 -1.942
C 3.907 2.620 2.425
C 2.934 3.584 -3.522
C 1.868 1.798 1.439
C -2.086 5.584 1.595
H -2.866 -0.559 -5.765
H -2.683 -2.199 -5.117
N -1.092 -2.311 0.349
H 0.360 -0.519 -2.864
C 2.755 0.759 3.422
C 1.428 2.628 -1.372
C 2.934 2.694 1.438
H -0.724 5.697 3.248
H -4.173 -2.235 1.738
S -0.674 -3.001 1.701
H 3.749 -3.900 -0.129
C -2.543 0.431 2.975
H -2.439 1.890 -3.641
H 3.008 3.450 0.664
C 2.946 2.230 -3.209
O -2.352 -1.517 -2.083
H 1.708 -7.297 1.472
C -1.828 -3.222 -0.522
O -1.709 -3.875 2.232
H 0.973 0.103 2.415
H -4.678 -0.533 0.005
H -2.491 2.328 1.976
C -0.525 3.437 0.726
H -3.687 1.114 -2.644
C 2.881 -4.332 0.357
C -1.647 3.838 0.003
C -0.979 5.185 2.328
H -2.696 6.411 1.938
C 1.785 0.824 2.429
C 3.815 1.654 3.420
C -0.198 -0.519 -3.804
H 1.808 -2.466 0.448
H 3.822 -7.618 0.441
H 2.677 0.002 4.191
C 2.170 4.457 -2.762
H -0.227 -5.841 2.061
C 1.806 -3.525 0.679
H 4.337 -6.425 -0.755
C 4.046 -6.562 0.288
C 0.653 -5.432 1.583
O -1.301 -3.322 -2.874
C -2.620 1.127 -2.878
C 1.740 -6.235 1.252
H 0.053 0.399 -4.342
C -2.419 4.908 0.428
Pd -0.657 -0.161 0.027
N -3.615 0.978 0.901
H -2.886 -3.300 -0.234

- 2S+1: 1
- Total charge: -1
- HOMO: -4.09 eV
- LUMO energy: 2.6 eV
- Energy above the lowest of the compared OMol25 structures with the same formula, charge and spin: 0.029 eV

Results of the Löwdin charge analysis, in e, for atoms 1 through 5:
1. H 0.08
2. H 0.09
3. C -0.03
4. H -0.02
5. As 1.21

Record 3
A molecular structure, C38H33Cl2N4O2PSSe2W, computed with the ωB97M-V functional and the def2-TZVPD basis.

Geometry (Å):
C -1.708 4.856 -1.558
C 0.845 2.701 1.615
C 2.788 -1.764 -3.054
H 1.990 0.942 1.401
H 5.667 -0.104 -3.705
H -3.003 -4.989 -3.492
H 6.681 -1.998 -2.574
C 4.857 -2.770 -1.840
C -0.963 -4.685 0.586
H 1.989 -6.298 0.438
C 2.320 -1.489 1.981
C 3.969 -0.246 -0.281
C -0.281 2.074 2.368
H -5.112 -3.683 -3.494
N -0.757 2.586 3.492
C -3.016 -3.960 -3.162
Cl -2.984 0.326 -1.834
H 4.152 -2.473 1.391
H 1.413 -0.927 5.201
H 0.457 3.538 1.027
H 3.614 -0.891 -5.060
C 0.849 -3.092 0.364
H 2.811 -3.364 -1.546
C 1.720 -4.175 0.395
C -2.429 4.300 -0.507
C 4.971 -0.772 -3.208
H -0.154 4.501 -3.016
H -2.645 2.539 0.731
Se 0.739 1.454 -2.339
H 0.596 -0.595 2.896
H 2.119 1.995 0.025
H 3.592 -2.022 5.596
C 3.541 -2.124 2.215
C 3.704 -0.962 -3.986
H -3.222 4.853 -0.025
C -1.611 -2.407 0.773
H 5.266 -3.654 -1.370
C -3.004 -1.341 -2.312
C 3.234 -1.874 4.586
H 2.787 -4.004 0.394
S -0.246 -1.320 -1.921
C 3.718 0.068 -2.860
C 4.319 0.936 -0.800
C -4.193 -1.908 -2.733
C -0.084 -5.748 0.509
H -2.537 -2.893 1.082
C 2.989 -1.200 -0.935
C -0.715 4.109 -2.179
Se 2.672 2.833 -2.357
C 4.031 1.376 -2.225
N -1.150 2.305 -0.668
N -1.621 -1.127 0.759
W -0.212 0.348 -0.130
O -2.786 -0.524 1.199
C 2.014 -1.256 4.363
H -0.339 3.400 3.911
H 1.588 3.117 2.301
H 1.911 -2.240 -3.481
C 1.411 1.582 0.733
C 1.558 -1.064 3.067
H -0.453 -6.763 0.544
H -2.020 -4.888 0.711
H -5.099 -1.319 -2.735
C 5.608 -1.890 -2.489
H 4.928 1.605 -0.203
C -1.837 -3.372 -2.739
O -0.770 1.026 1.887
H -1.507 2.121 3.980
C -1.800 -2.036 -2.311
C 3.401 -2.490 -1.792
N 2.566 -0.566 -2.206
Cl -0.393 -4.326 -2.748
H -1.927 5.859 -1.898
C 1.272 -5.488 0.442
H -3.404 -1.210 1.500
H 4.912 1.858 -2.647
C -2.120 3.024 -0.083
C -4.192 -3.227 -3.158
H 4.335 -0.474 0.708
H 4.946 -2.796 3.680
C 3.996 -2.309 3.510
C -0.532 -3.354 0.521
P 1.544 -1.386 0.332
C -0.473 2.835 -1.706

- 2S+1: 1
- Total charge: +2
- HOMO (alpha / beta): -12.81 / -12.81 eV
- LUMO energy (alpha / beta): -6.2 / -6.2 eV
- Energy above the lowest of the compared OMol25 structures with the same formula, charge and spin: 4.187 eV

Results of the Löwdin charge analysis, in e, for atoms 1 through 5:
1. C 0.00
2. C -0.14
3. C -0.14
4. H 0.04
5. H 0.15

Repeat the third record exactly.
A molecular structure, C38H33Cl2N4O2PSSe2W, computed with the ωB97M-V functional and the def2-TZVPD basis.

Geometry (Å):
C -1.708 4.856 -1.558
C 0.845 2.701 1.615
C 2.788 -1.764 -3.054
H 1.990 0.942 1.401
H 5.667 -0.104 -3.705
H -3.003 -4.989 -3.492
H 6.681 -1.998 -2.574
C 4.857 -2.770 -1.840
C -0.963 -4.685 0.586
H 1.989 -6.298 0.438
C 2.320 -1.489 1.981
C 3.969 -0.246 -0.281
C -0.281 2.074 2.368
H -5.112 -3.683 -3.494
N -0.757 2.586 3.492
C -3.016 -3.960 -3.162
Cl -2.984 0.326 -1.834
H 4.152 -2.473 1.391
H 1.413 -0.927 5.201
H 0.457 3.538 1.027
H 3.614 -0.891 -5.060
C 0.849 -3.092 0.364
H 2.811 -3.364 -1.546
C 1.720 -4.175 0.395
C -2.429 4.300 -0.507
C 4.971 -0.772 -3.208
H -0.154 4.501 -3.016
H -2.645 2.539 0.731
Se 0.739 1.454 -2.339
H 0.596 -0.595 2.896
H 2.119 1.995 0.025
H 3.592 -2.022 5.596
C 3.541 -2.124 2.215
C 3.704 -0.962 -3.986
H -3.222 4.853 -0.025
C -1.611 -2.407 0.773
H 5.266 -3.654 -1.370
C -3.004 -1.341 -2.312
C 3.234 -1.874 4.586
H 2.787 -4.004 0.394
S -0.246 -1.320 -1.921
C 3.718 0.068 -2.860
C 4.319 0.936 -0.800
C -4.193 -1.908 -2.733
C -0.084 -5.748 0.509
H -2.537 -2.893 1.082
C 2.989 -1.200 -0.935
C -0.715 4.109 -2.179
Se 2.672 2.833 -2.357
C 4.031 1.376 -2.225
N -1.150 2.305 -0.668
N -1.621 -1.127 0.759
W -0.212 0.348 -0.130
O -2.786 -0.524 1.199
C 2.014 -1.256 4.363
H -0.339 3.400 3.911
H 1.588 3.117 2.301
H 1.911 -2.240 -3.481
C 1.411 1.582 0.733
C 1.558 -1.064 3.067
H -0.453 -6.763 0.544
H -2.020 -4.888 0.711
H -5.099 -1.319 -2.735
C 5.608 -1.890 -2.489
H 4.928 1.605 -0.203
C -1.837 -3.372 -2.739
O -0.770 1.026 1.887
H -1.507 2.121 3.980
C -1.800 -2.036 -2.311
C 3.401 -2.490 -1.792
N 2.566 -0.566 -2.206
Cl -0.393 -4.326 -2.748
H -1.927 5.859 -1.898
C 1.272 -5.488 0.442
H -3.404 -1.210 1.500
H 4.912 1.858 -2.647
C -2.120 3.024 -0.083
C -4.192 -3.227 -3.158
H 4.335 -0.474 0.708
H 4.946 -2.796 3.680
C 3.996 -2.309 3.510
C -0.532 -3.354 0.521
P 1.544 -1.386 0.332
C -0.473 2.835 -1.706

- 2S+1: 1
- Total charge: +2
- HOMO (alpha / beta): -12.81 / -12.81 eV
- LUMO energy (alpha / beta): -6.2 / -6.2 eV
- Energy above the lowest of the compared OMol25 structures with the same formula, charge and spin: 4.187 eV

Results of the Löwdin charge analysis, in e, for atoms 1 through 5:
1. C 0.00
2. C -0.14
3. C -0.14
4. H 0.04
5. H 0.15

> Number 3 is which compound?

C38H33Cl2N4O2PSSe2W